{
  "formula": "C38H59BF12N5O10",
  "method": "ωB97M-V/def2-TZVPD",
  "mol_weight_g_mol": 984.70,
  "charge": 1,
  "gap_ev": 8.642,
  "elements": ["C", "C", "C", "C", "N", "C", "C", "C", "C", "C", "C", "C", "C", "N", "C", "C", "C", "C", "O", "C", "C", "C", "C", "N", "B", "O", "N", "C", "C", "N", "H", "H", "H", "H", "H", "H", "H", "H", "H", "H", "H", "H", "H", "H", "H", "H", "H", "H", "H", "H", "H", "H", "H", "H", "H", "H", "H", "H", "H", "H", "H", "H", "H", "H", "H", "H", "H", "H", "H", "C", "C", "O", "C", "O", "C", "F", "F", "F", "H", "H", "H", "H", "H", "C", "C", "O", "C", "O", "C", "F", "F", "F", "H", "H", "H", "H", "H", "C", "C", "O", "C", "O", "C", "F", "F", "F", "H", "H", "H", "H", "H", "C", "C", "O", "C", "O", "C", "F", "F", "F", "H", "H", "H", "H", "H"],
  "xyz": [[-0.571933, 1.489412, 5.841266], [-1.903969, 1.697864, 6.593138], [-3.024804, 2.400023, 5.776832], [-4.144283, 2.785421, 6.772756], [-3.515493, 1.607658, 4.630376], [-4.677558, 0.703990, 4.674295], [-4.323647, -0.781986, 4.641646], [-4.758324, -1.558391, 3.578122], [-4.486060, -2.902363, 3.545483], [-3.780454, -3.537141, 4.546706], [-3.341480, -2.768622, 5.611854], [-3.617571, -1.420282, 5.638624], [-2.891714, 1.712958, 3.477890], [-3.277837, 1.024758, 2.332793], [-2.547494, 1.643994, 1.194148], [-3.105742, 1.522748, -0.222604], [-2.922654, 0.114491, -0.836541], [-1.728119, 0.032584, -1.793134], [-2.760332, -0.879016, 0.180867], [-2.064467, 2.981365, 1.753463], [-3.063182, 4.183254, 1.908991], [-4.027528, 4.422883, 0.746085], [-5.528865, 4.555708, 1.107474], [-3.666162, 4.544286, -0.465463], [-0.685513, 3.522843, 1.087119], [0.487006, 2.872728, 1.456339], [-0.664349, 4.657861, 0.181323], [0.220327, 5.725497, 0.669769], [-0.390356, 4.279541, -1.220826], [-1.809838, 2.496289, 3.163851], [0.209732, 1.367245, 6.603762], [-0.282373, 2.363315, 5.252601], [-0.561624, 0.566973, 5.249459], [-1.687398, 2.381037, 7.426218], [-2.235964, 0.759007, 7.047537], [-2.590611, 3.354613, 5.453659], [-4.835172, 3.451373, 6.229983], [-3.708940, 3.392287, 7.568611], [-4.715948, 1.930493, 7.138978], [-5.323556, 0.866183, 5.538398], [-5.306068, 0.879313, 3.792719], [-5.331558, -1.116624, 2.764175], [-4.860854, -3.504343, 2.718927], [-3.552977, -4.599106, 4.564825], [-2.807398, -3.220062, 6.444700], [-3.273827, -0.876628, 6.518685], [-4.256827, 1.196472, 2.096539], [-1.617905, 1.046550, 1.125447], [-4.140107, 1.883191, -0.310091], [-2.515397, 2.211294, -0.841210], [-3.829234, -0.098193, -1.422832], [-1.720843, -0.980510, -2.221535], [-0.756771, 0.169850, -1.300907], [-1.804649, 0.723062, -2.643155], [-3.074065, -1.707000, -0.199279], [-2.445892, 5.094553, 1.977142], [-3.660655, 4.157931, 2.830546], [-5.866552, 5.558633, 0.819074], [-6.136125, 3.776526, 0.638477], [-5.635352, 4.527282, 2.201027], [-4.509615, 4.716414, -1.018791], [0.885643, 2.447043, 0.684781], [1.219263, 5.693972, 0.210427], [0.343384, 5.697952, 1.763714], [-0.233417, 6.704508, 0.451108], [0.333937, 3.462354, -1.320172], [-0.037976, 5.177398, -1.740388], [-1.356497, 4.030334, -1.681863], [-1.699956, 3.367449, 3.671798], [3.004557, 6.807126, -5.955837], [2.994810, 5.392043, -6.492006], [3.342190, 4.446935, -5.458647], [2.361271, 4.074946, -4.652453], [1.225396, 4.449185, -4.701590], [2.880648, 3.037093, -3.649484], [4.066516, 3.376708, -3.134127], [3.036122, 1.836480, -4.227231], [2.039532, 2.876305, -2.620572], [3.966437, 7.034230, -5.494636], [2.820508, 7.519854, -6.758788], [2.239381, 6.942400, -5.190813], [3.749291, 5.281822, -7.268212], [2.033019, 5.136387, -6.935375], [6.334355, -0.907559, -4.813168], [5.880373, 0.177390, -5.766128], [7.006230, 0.794079, -6.418542], [7.485035, 0.154915, -7.480366], [7.064947, -0.871020, -7.927335], [8.643023, 0.955634, -8.092003], [9.480758, 1.416362, -7.154428], [8.178889, 2.016629, -8.771594], [9.356220, 0.216924, -8.937945], [7.060799, -0.508847, -4.102478], [5.492989, -1.317329, -4.264118], [6.822844, -1.719740, -5.348889], [5.376660, 0.967881, -5.212438], [5.172246, -0.205208, -6.501277], [-2.663934, -6.802491, 2.280458], [-1.945424, -7.306492, 3.514350], [-1.420957, -8.625299, 3.299511], [-0.250042, -8.687596, 2.669619], [0.379599, -7.750609, 2.277032], [0.206497, -10.148697, 2.556823], [-0.796137, -10.954602, 2.186194], [0.665765, -10.592482, 3.735081], [1.183391, -10.286358, 1.664132], [-3.435831, -7.508356, 1.971209], [-3.127611, -5.834815, 2.474453], [-1.974650, -6.692829, 1.442993], [-2.644018, -7.388912, 4.346003], [-1.152980, -6.624247, 3.823085], [2.816118, -6.730878, -3.125936], [3.966438, -6.560335, -4.094952], [4.613526, -5.287247, -3.907546], [5.513440, -5.231104, -2.931592], [5.821002, -6.131138, -2.209361], [6.149537, -3.836024, -2.889650], [5.237426, -2.853104, -3.008407], [7.034811, -3.672513, -3.886387], [6.804938, -3.614702, -1.752969], [2.118478, -5.896268, -3.210950], [2.282870, -7.659580, -3.326724], [3.171083, -6.751710, -2.095280], [3.596295, -6.563701, -5.118468], [4.687865, -7.372029, -4.007980]],
  "forces_ev_per_a": [[0.0125, -0.3389, 0.8080], [0.5205, 0.4312, -0.5035], [0.2024, -0.3958, 2.1757], [-0.3060, 0.5431, -1.4671], [0.3210, 0.3968, -0.2356], [-0.3028, -1.1675, -0.0676], [-0.0977, 0.2589, -0.4686], [-0.2525, 0.5331, -0.1719], [-0.3163, -1.2534, -0.7843], [0.3709, 0.0921, 0.6112], [0.0989, -0.3956, 0.1039], [0.4038, 0.6297, 1.1551], [0.3193, 0.0511, -1.3731], [-1.0086, 1.3950, -0.2753], [2.0340, -0.8266, -0.4561], [-0.2042, 0.0398, 0.2635], [0.1345, 0.1258, -0.4249], [-0.0809, -0.3780, -0.3189], [-0.4812, 0.2067, -0.0898], [0.0264, 0.5813, 0.3542], [-0.0498, 0.2085, -0.9268], [-1.0724, 0.1545, -0.1943], [0.9550, 0.3892, 0.8406], [0.0999, -0.1570, 0.5012], [0.5024, -0.1059, -0.1697], [-0.9539, -0.6061, -0.1555], [0.2677, -0.3252, 0.2227], [-0.0327, 0.3503, -0.0020], [-0.9527, 0.6193, 0.2146], [-0.7973, 0.9170, -0.2009], [-0.1133, -0.0556, -0.2371], [-0.0940, -0.2460, -0.0665], [-0.0594, 0.3790, -0.1975], [-0.1937, -0.1376, -0.1389], [-0.1118, 0.1990, -0.1611], [-0.2222, -0.2897, -0.4554], [-0.0856, -0.2393, 0.3108], [-0.0862, -0.3729, 0.0540], [0.3173, 0.1686, 0.2807], [0.4431, 0.4700, -0.0364], [0.0864, 0.2399, 0.2554], [0.1277, -0.0330, 0.1361], [0.0660, 0.1919, 0.0574], [-0.2256, 0.1267, -0.3237], [-0.0565, 0.0680, -0.1888], [-0.1440, 0.0549, -0.2500], [-0.1860, -0.7568, 0.6583], [-0.1628, 0.1951, 0.2171], [0.1558, -0.2435, 0.1216], [-0.2252, 0.0133, 0.2196], [0.1579, -0.0180, 0.1423], [0.1041, 0.2271, 0.0813], [-0.2858, 0.1169, 0.1023], [-0.0598, 0.0081, 0.2920], [0.1605, -0.0261, 0.1882], [-0.1715, -0.1752, -0.0032], [0.1849, -0.3805, -0.1351], [-0.0820, -0.3335, -0.2137], [0.0762, 0.1788, 0.0327], [-0.2873, -0.2180, -0.2953], [0.2208, 0.0098, -0.1774], [0.5398, 0.4213, 0.1755], [-0.1212, -0.0497, 0.2089], [0.0149, -0.1575, -0.2423], [0.1615, -0.2232, -0.0874], [-0.0731, 0.2121, -0.1089], [0.1410, -0.3421, -0.0325], [0.3528, -0.2008, -0.0484], [0.2616, -0.6904, 0.9695], [-0.0250, -0.0398, 0.3704], [-0.0236, 0.5443, -0.5037], [0.0207, -0.3498, 0.1963], [-0.0475, 0.4876, -0.6871], [-0.0366, -0.2378, 0.3635], [0.5247, -0.5848, 0.6899], [-0.0780, 0.2175, -0.1430], [-0.1825, 0.1310, -0.2261], [-0.0847, 0.1139, -0.2733], [0.0431, 0.0068, -0.1289], [0.0129, -0.0447, -0.0255], [-0.0715, -0.0034, -0.0931], [0.1199, -0.2059, 0.1800], [-0.0478, -0.1171, 0.2225], [0.3044, 0.1672, -0.3004], [-0.3933, -0.2537, 0.5008], [0.1297, 0.2290, -0.2517], [-0.6037, -0.1646, 0.4153], [0.2639, 0.0586, -0.2243], [0.7441, 0.3236, -0.3042], [-0.1666, -0.0863, 0.0890], [-0.2131, -0.0918, 0.0942], [-0.2284, -0.1370, 0.0752], [-0.0967, 0.0500, 0.0546], [0.0245, 0.2667, -0.2163], [-0.1067, -0.0014, -0.0619], [0.2166, 0.1947, -0.1224], [0.2033, -0.0190, -0.1569], [0.0901, -0.1734, -0.2833], [-0.3561, 0.5241, 0.0839], [0.1805, -0.2525, 0.0622], [-0.3398, 0.5624, 0.2268], [0.1766, -0.2338, -0.1178], [0.2565, -0.8541, -0.1741], [-0.0778, 0.2102, 0.0214], [-0.0797, 0.2461, 0.0550], [-0.0573, 0.2845, 0.0278], [-0.0596, 0.0378, 0.1118], [0.0161, -0.0093, 0.0337], [0.0460, 0.0857, 0.0689], [0.0576, -0.2819, -0.0067], [0.1435, -0.1401, -0.1270], [0.0635, 0.2215, 0.2680], [-0.4273, -0.5164, -0.1283], [0.2459, 0.2828, -0.0204], [-0.4064, -0.6198, -0.2856], [0.2123, 0.2860, 0.1577], [0.5933, 1.0213, 0.1539], [-0.2794, -0.6597, 0.2720], [-0.1994, -0.4241, -0.0102], [-0.1567, -0.3718, 0.0684], [-0.0320, -0.0566, -0.1141], [0.0294, 0.0058, -0.0373], [0.0367, -0.1056, -0.0330], [0.1134, 0.2601, -0.0175], [0.1224, 0.1526, 0.1419]]
}